{"formula": "C34H62ClN11O3P", "method": "ωB97M-V/def2-TZVPD", "de_lowest_kcal_mol": 9.1, "homo_lumo_gap_ev": 10.079, "charge": 1, "homo_energy_ha": -0.4638, "elements": ["C", "C", "C", "N", "C", "C", "C", "H", "C", "H", "C", "H", "H", "C", "H", "C", "C", "H", "H", "H", "H", "H", "H", "H", "C", "N", "C", "C", "C", "H", "H", "H", "H", "H", "C", "O", "H", "C", "H", "H", "H", "C", "H", "H", "H", "C", "H", "H", "H", "C", "Cl", "H", "C", "N", "C", "C", "H", "H", "N", "H", "H", "H", "H", "H", "C", "C", "H", "H", "O", "C", "H", "C", "C", "C", "H", "H", "H", "H", "H", "C", "H", "H", "N", "C", "N", "N", "H", "H", "H", "H", "H", "H", "N", "H", "H", "O", "H", "N", "H", "H", "H", "H", "C", "N", "C", "H", "H", "H", "N", "P", "C", "H"], "xyz": [[1.174, -3.878, 6.739], [1.182, -3.430, 8.196], [0.322, -2.976, 5.842], [2.831, 4.561, -5.825], [-6.524, 3.165, -2.562], [2.952, 3.036, -0.594], [0.193, 2.315, 2.063], [-1.097, 3.779, 0.164], [5.393, 2.632, -7.731], [-4.149, 3.075, -4.995], [2.871, 2.621, -2.058], [7.293, -3.580, 6.085], [-2.514, 3.441, 2.316], [4.720, -2.785, 6.332], [-4.796, 1.532, -8.890], [-2.073, 0.164, -6.310], [-4.683, 2.678, -4.129], [-3.691, 1.668, 0.235], [-2.108, -1.249, 1.203], [6.605, -2.613, 8.287], [2.016, 3.249, -3.944], [0.812, -4.907, 6.683], [-3.798, -0.717, -9.107], [0.702, -1.955, 5.868], [4.745, 1.783, -6.643], [-2.177, -2.976, 6.622], [-4.380, 1.038, -8.013], [3.245, 2.061, -6.484], [-1.441, 0.007, -0.306], [5.331, 3.696, -7.499], [5.253, 1.966, -5.693], [0.362, -3.320, 4.809], [2.820, 1.423, -5.707], [7.012, -5.210, 6.713], [-1.672, -3.787, 2.531], [3.492, 0.482, 2.825], [-4.147, 1.776, 1.981], [-3.208, -5.202, 1.217], [-3.197, 3.302, -2.674], [-4.375, -3.830, 2.438], [-4.192, 1.932, -2.152], [-3.962, 2.325, 1.060], [-1.938, 0.737, -0.941], [-0.779, -0.638, -0.879], [-6.450, 3.876, -4.529], [-4.427, -4.854, 2.065], [-5.202, 0.571, -7.467], [8.292, -4.202, 7.391], [6.364, -4.227, 8.934], [-1.082, -2.974, 6.275], [0.784, -1.417, 1.413], [4.523, -4.636, 7.295], [0.824, 1.154, 2.348], [-7.095, 2.754, -1.655], [-2.748, -0.758, -7.235], [-1.895, -5.140, 2.007], [0.368, 3.271, 2.526], [3.879, 2.580, -2.473], [-1.525, -2.721, 2.931], [3.583, 2.345, -0.032], [2.455, 1.612, -2.124], [4.193, -3.231, 8.308], [-3.154, -4.519, 0.366], [2.447, 4.585, -2.886], [3.010, 3.464, -6.114], [4.853, -3.624, 7.535], [-3.942, 1.811, -7.379], [-3.191, -0.206, 0.674], [1.671, -0.485, 4.273], [-3.693, 2.389, -3.010], [-2.022, -1.496, -7.576], [7.279, -4.188, 6.991], [0.643, 3.627, -2.421], [-3.340, 0.003, -8.427], [2.716, 1.855, -7.414], [-5.153, 1.744, -4.445], [-3.532, -1.284, -6.690], [-5.306, 4.631, -3.418], [4.032, -0.014, 3.471], [6.306, -3.629, 8.024], [0.185, -3.477, 8.635], [-4.515, -5.526, 2.920], [4.646, -2.125, 5.396], [-5.761, 3.682, -3.707], [0.298, 0.186, 1.482], [-0.448, 3.678, -2.065], [-4.838, 2.882, 0.736], [3.373, 4.037, -0.492], [-2.925, 1.696, -3.353], [6.448, 2.381, -7.831], [-1.917, -5.837, 2.846], [2.197, -3.877, 6.359], [-0.734, 2.063, 1.052], [-1.052, -5.408, 1.369], [4.880, 0.727, -6.880], [2.193, 2.008, 4.553], [1.550, -2.405, 8.289], [-2.469, -0.841, 0.344], [4.913, 2.464, -8.697], [1.965, 3.031, -0.127], [-2.538, 0.498, -8.979], [-3.099, 4.267, 0.883], [2.029, 3.579, -2.910], [-1.600, 2.940, 0.424], [-0.642, 0.778, 0.735], [-3.323, -6.209, 0.813], [1.829, -4.078, 8.789], [-5.338, -4.940, 1.473], [-1.562, 0.897, -5.589], [2.095, 0.733, 3.575], [-2.764, 3.301, 1.261], [2.033, 2.837, 4.085]]}